# 1
Formula: H16O8
Source: the Open Molecules 2025 dataset
Level of theory: ωB97M-V/def2-TZVPD

- net charge = 0
- largest force on an atom (hartree/bohr) = 0.0249
- frontier orbital gap (eV) = 10.2573

Bonds (Å) are listed after each position.
Geometry (Å):
1 O 0.50 -0.35 -0.97  H18 0.964, H24 0.964
2 O -4.23 -0.43 1.12  H13 0.964, H22 0.964
3 O -0.71 3.24 -0.59  H14 0.964, H17 0.964
4 O 0.90 3.29 1.52  H11 0.964, H15 0.964
5 O 5.35 -0.96 0.51  H12 0.964, H19 0.964
6 O 2.72 -0.94 -0.41  H9 0.964, H20 0.964
7 O -1.19 -3.15 1.06  H21 0.964, H23 0.964
8 O -2.51 -0.82 -1.35  H10 0.964, H16 0.964
9 H 2.68 -0.24 -1.08  O6 0.964
10 H -2.81 -0.02 -0.90  O8 0.964
11 H 1.68 3.14 0.98  O4 0.964
12 H 5.38 -0.28 -0.18  O5 0.964
13 H -4.17 0.52 1.00  O2 0.964
14 H -0.66 2.31 -0.87  O3 0.964
15 H 0.17 3.29 0.88  O4 0.964
16 H -3.30 -1.37 -1.41  O8 0.964
17 H -1.46 3.59 -1.09  O3 0.964
18 H -0.45 -0.29 -1.11  O1 0.964
19 H 4.58 -1.49 0.28  O5 0.964
20 H 2.08 -1.59 -0.70  O6 0.964
21 H -1.15 -3.23 2.02  O7 0.964
22 H -3.40 -0.76 0.75  O2 0.964
23 H -0.61 -2.40 0.87  O7 0.964
24 H 0.59 -1.04 -0.31  O1 0.964



# 2
Formula: H16O8
Source: the Open Molecules 2025 dataset
Level of theory: ωB97M-V/def2-TZVPD

- net charge = 0
- largest force on an atom (hartree/bohr) = 0.0087
- frontier orbital gap (eV) = 10.6861

Bonds (Å) are listed after each position.
Geometry (Å):
1 O 4.35 -1.33 -1.10  H17 0.964, H21 0.964
2 O -0.25 0.85 2.44  H10 0.964, H18 0.964
3 O -3.12 2.22 0.70  H11 0.964, H14 0.964
4 O 2.59 -1.33 2.41  H13 0.964, H23 0.964
5 O 1.38 0.42 -1.27  H16 0.964, H19 0.964
6 O 0.38 4.20 -1.62  H15 0.964, H20 0.964
7 O -3.20 -2.12 0.42  H9 0.964, H24 0.964
8 O -2.49 -2.84 -2.26  H12 0.964, H22 0.964
9 H -3.78 -2.86 0.63  O7 0.964
10 H 0.37 1.50 2.78  O2 0.964
11 H -3.12 3.19 0.70  O3 0.964
12 H -1.55 -2.66 -2.13  O8 0.964
13 H 2.06 -1.52 1.64  O4 0.964
14 H -2.36 1.99 0.14  O3 0.964
15 H 0.77 3.38 -1.32  O6 0.964
16 H 0.54 0.04 -0.99  O5 0.964
17 H 4.84 -0.61 -0.70  O1 0.964
18 H -0.36 1.10 1.51  O2 0.964
19 H 1.81 0.68 -0.45  O5 0.964
20 H -0.38 3.93 -2.15  O6 0.964
21 H 4.73 -1.42 -1.98  O1 0.964
22 H -2.70 -3.49 -1.58  O8 0.964
23 H 1.95 -1.14 3.10  O4 0.964
24 H -2.48 -2.20 1.06  O7 0.964



# 3
Formula: H16O8
Source: the Open Molecules 2025 dataset
Level of theory: ωB97M-V/def2-TZVPD

- net charge = 0
- largest force on an atom (hartree/bohr) = 0.0527
- frontier orbital gap (eV) = 9.7300

Bonds (Å) are listed after each position.
Geometry (Å):
1 O 7.76 15.54 -18.70  H17 0.931, H20 0.945
2 O 6.06 13.88 -20.75  H14 0.967, H21 0.950
3 O 5.32 16.01 -17.03  H15 0.948, H18 0.946
4 O 8.95 14.27 -21.08  H10 0.923, H16 0.943
5 O 6.76 18.05 -18.20  H9 0.954, H11 0.941
6 O 5.61 13.06 -17.58  H12 0.989, H13 0.969
7 O 11.09 14.71 -19.34  H19 0.943, H23 0.959
8 O 8.51 14.32 -16.48  H22 0.950, H24 0.954
9 H 7.33 18.47 -17.56  O5 0.954
10 H 8.06 14.24 -20.86  O4 0.923
11 H 6.00 18.60 -18.19  O5 0.941
12 H 4.68 12.80 -17.79  O6 0.989
13 H 5.69 14.03 -17.58  O6 0.969
14 H 6.54 13.47 -20.02  O2 0.967
15 H 5.78 16.73 -17.44  O3 0.948
16 H 9.03 13.48 -21.59  O4 0.943
17 H 8.29 15.46 -19.46  O1 0.931
18 H 4.50 16.30 -16.67  O3 0.946
19 H 10.77 14.67 -20.23  O7 0.943
20 H 7.66 16.47 -18.62  O1 0.945
21 H 5.59 14.60 -20.36  O2 0.950
22 H 8.24 14.93 -17.16  O8 0.950
23 H 11.00 15.60 -19.01  O7 0.959
24 H 8.30 13.45 -16.80  O8 0.954



# 4
Formula: H16O8
Source: the Open Molecules 2025 dataset
Level of theory: ωB97M-V/def2-TZVPD

- net charge = 0
- largest force on an atom (hartree/bohr) = 0.1004
- frontier orbital gap (eV) = 10.1446

Bonds (Å) are listed after each position.
Geometry (Å):
1 O -0.59 -0.11 0.50  H11 0.954, H23 0.966
2 O -4.21 -2.26 -0.45  H17 0.985, H20 0.974
3 O 3.08 -0.54 -1.57  H13 0.978, H21 0.939
4 O 1.50 2.80 -0.45  H12 1.038, H24 0.954
5 O 2.98 -1.38 3.23  H9 0.926, H16 0.987
6 O -3.65 1.07 1.10  H14 0.985, H22 0.893
7 O 0.73 -1.43 -1.60  H18 0.923, H19 0.974
8 O -1.58 2.22 0.24  H10 0.954, H15 1.010
9 H 3.12 -0.50 3.48  O5 0.926
10 H -1.00 2.89 -0.11  O8 0.954
11 H 0.21 0.36 0.28  O1 0.954
12 H 1.89 3.36 -1.22  O4 1.038
13 H 2.62 -0.24 -2.38  O3 0.978
14 H -3.19 1.30 1.94  O6 0.985
15 H -1.67 1.73 -0.64  O8 1.010
16 H 3.77 -1.72 2.75  O5 0.987
17 H -3.84 -3.17 -0.40  O2 0.985
18 H 0.53 -1.69 -2.46  O7 0.923
19 H 0.22 -2.00 -1.00  O7 0.974
20 H -3.60 -1.76 0.11  O2 0.974
21 H 3.89 -0.96 -1.78  O3 0.939
22 H -2.94 0.93 0.58  O6 0.893
23 H -0.41 -1.01 0.23  O1 0.966
24 H 2.16 2.11 -0.38  O4 0.954



# 5
Formula: H16O8
Source: the Open Molecules 2025 dataset
Level of theory: ωB97M-V/def2-TZVPD

- net charge = 0
- largest force on an atom (hartree/bohr) = 0.0603
- frontier orbital gap (eV) = 10.2759

Bonds (Å) are listed after each position.
Geometry (Å):
1 O 2.25 0.72 0.62  H15 0.964, H20 0.964
2 O 0.66 0.34 -0.87  H13 0.964, H22 0.964
3 O -1.63 0.64 2.17  H9 0.964, H23 0.964
4 O 2.57 3.95 0.06  H10 0.964, H12 0.964
5 O -1.61 -2.64 -2.23  H18 0.964, H21 0.964
6 O -3.25 -2.07 0.79  H17 0.964, H24 0.964
7 O 3.00 -2.49 -0.42  H11 0.964, H19 0.964
8 O -2.30 2.02 -0.06  H14 0.964, H16 0.964
9 H -0.98 0.26 1.57  O3 0.964
10 H 3.42 3.56 -0.14  O4 0.964
11 H 2.45 -2.79 0.31  O7 0.964
12 H 2.48 3.86 1.01  O4 0.964
13 H 1.52 0.76 -0.87  O2 0.964
14 H -2.75 1.41 -0.65  O8 0.964
15 H 2.00 -0.21 0.69  O1 0.964
16 H -1.87 2.65 -0.65  O8 0.964
17 H -2.53 -2.41 0.24  O6 0.964
18 H -2.56 -2.67 -2.34  O5 0.964
19 H 2.77 -3.08 -1.15  O7 0.964
20 H 2.01 1.09 1.48  O1 0.964
21 H -1.46 -1.83 -1.73  O5 0.964
22 H 0.85 -0.59 -0.69  O2 0.964
23 H -1.14 1.30 2.67  O3 0.964
24 H -3.92 -1.79 0.16  O6 0.964



# 6
Formula: H16O8
Source: the Open Molecules 2025 dataset
Level of theory: ωB97M-V/def2-TZVPD

- net charge = 0
- largest force on an atom (hartree/bohr) = 0.0878
- frontier orbital gap (eV) = 10.6996

Bonds (Å) are listed after each position.
Geometry (Å):
1 O 3.84 -1.69 1.33  H19 0.988, H23 1.014
2 O 1.08 1.60 -2.09  H11 0.927, H15 0.972
3 O -0.57 1.27 0.11  H16 0.976, H20 0.916
4 O 3.25 -1.64 -1.17  H12 1.039, H22 0.928
5 O -3.47 -0.60 2.12  H10 1.000, H24 0.958
6 O -2.55 0.76 -1.83  H17 0.962, H18 0.971
7 O -3.03 -2.12 -0.40  H9 0.972, H14 0.932
8 O 1.62 2.68 1.99  H13 1.003, H21 0.958
9 H -2.61 -1.25 -0.46  O7 0.972
10 H -4.12 -1.32 2.39  O5 1.000
11 H 0.67 0.88 -1.68  O2 0.927
12 H 3.14 -1.34 -2.16  O4 1.039
13 H 2.23 1.89 2.06  O8 1.003
14 H -2.59 -2.69 -0.99  O7 0.932
15 H 1.71 1.23 -2.73  O2 0.972
16 H -0.70 2.13 0.55  O3 0.976
17 H -2.77 0.45 -0.95  O6 0.962
18 H -3.15 1.51 -1.99  O6 0.971
19 H 3.02 -1.29 1.71  O1 0.988
20 H -0.35 0.66 0.76  O3 0.916
21 H 0.92 2.45 1.39  O8 0.958
22 H 2.51 -2.20 -1.07  O4 0.928
23 H 3.43 -2.16 0.53  O1 1.014
24 H -2.62 -1.03 2.24  O5 0.958



# 7
Formula: H16O8
Source: the Open Molecules 2025 dataset
Level of theory: ωB97M-V/def2-TZVPD

- net charge = 0
- largest force on an atom (hartree/bohr) = 0.0615
- frontier orbital gap (eV) = 11.2514

Bonds (Å) are listed after each position.
Geometry (Å):
1 O 5.41 -4.58 11.55  H11 0.955, H21 0.972
2 O 4.10 -4.70 9.25  H20 0.982, H22 0.956
3 O 1.44 -4.97 9.50  H17 0.974, H19 0.985
4 O 2.70 0.22 7.93  H12 0.936, H24 0.964
5 O 4.19 -2.43 7.17  H10 0.929, H23 0.993
6 O 1.03 -2.27 8.65  H14 0.957, H18 0.937
7 O 5.54 -0.79 8.96  H9 0.977, H13 0.996
8 O 7.07 -2.92 9.80  H15 1.000, H16 0.963
9 H 5.36 -1.32 8.15  O7 0.977
10 H 3.39 -2.10 7.50  O5 0.929
11 H 6.03 -5.30 11.59  O1 0.955
12 H 2.50 0.54 7.07  O4 0.936
13 H 4.59 -0.52 9.11  O7 0.996
14 H 1.11 -3.08 9.15  O6 0.957
15 H 6.61 -3.54 9.16  O8 1.000
16 H 6.65 -2.06 9.67  O8 0.963
17 H 1.45 -5.48 10.33  O3 0.974
18 H 0.10 -2.23 8.63  O6 0.937
19 H 2.38 -4.68 9.37  O3 0.985
20 H 4.91 -5.24 9.09  O2 0.982
21 H 5.89 -3.76 11.34  O1 0.972
22 H 4.30 -4.52 10.16  O2 0.956
23 H 4.50 -3.17 7.76  O5 0.993
24 H 1.98 -0.36 8.19  O4 0.964



# 8
Formula: H16O8
Source: the Open Molecules 2025 dataset
Level of theory: ωB97M-V/def2-TZVPD

- net charge = 0
- largest force on an atom (hartree/bohr) = 0.0375
- frontier orbital gap (eV) = 11.1427

Bonds (Å) are listed after each position.
Geometry (Å):
1 O 1.51 -0.58 3.21  H12 0.977, H20 0.975
2 O 0.60 1.17 1.01  H16 0.957, H22 0.979
3 O -1.45 -0.32 2.83  H15 0.946, H17 0.953
4 O -1.58 0.97 -2.51  H11 0.961, H24 0.968
5 O -2.74 -0.35 -0.51  H14 0.981, H21 0.994
6 O 2.62 -0.23 0.20  H9 0.968, H13 0.965
7 O -0.04 -1.44 -2.72  H10 0.965, H23 0.957
8 O 1.08 1.15 -1.70  H18 0.984, H19 0.976
9 H 3.25 0.50 0.07  O6 0.968
10 H 0.04 -2.15 -3.37  O7 0.965
11 H -1.57 0.14 -3.00  O4 0.961
12 H 1.66 -0.33 2.27  O1 0.977
13 H 2.07 -0.12 -0.58  O6 0.965
14 H -3.34 -0.51 0.26  O5 0.981
15 H -1.13 0.55 3.00  O3 0.946
16 H 0.33 2.02 1.37  O2 0.957
17 H -0.88 -0.81 3.42  O3 0.953
18 H 0.93 1.03 -0.73  O8 0.984
19 H 0.14 1.18 -1.98  O8 0.976
20 H 2.21 -1.26 3.23  O1 0.975
21 H -2.10 -1.11 -0.44  O5 0.994
22 H 0.05 0.54 1.52  O2 0.979
23 H 0.63 -0.81 -2.96  O7 0.957
24 H -2.31 0.78 -1.90  O4 0.968



In Eh, the energy values for the records above are, in order, -611.46710; -611.46890; -611.49390; -611.43224; -611.43901; -611.43861; -611.52044; -611.50983.
In kJ/mol, the energy above the lowest of the compared OMol25 structures with the same formula, charge and spin values for the records above are, in order, 303.3; 298.6; 232.9; 394.8; 377.0; 378.1; 163.2; 191.1.